Record 1
This record from the OMol25 dataset describes C23H34N2O3 in the gas phase. The level of theory is ωB97M-V/def2-TZVPD.

```
62
Properties=species:S:1:pos:R:3:forces:R:3:nbo_charge:R:1
O 7.911114 2.196732 2.397357 0.00 0.00 0.00 -0.5169
O 9.021533 1.831797 -0.771874 0.00 0.00 0.00 -0.6492
O 2.935868 3.053150 2.012164 0.00 0.00 0.00 -0.6251
N 5.042935 3.107755 1.223775 0.01 0.00 0.01 -0.4375
N 9.208072 3.963427 -1.446511 0.00 0.01 -0.01 -0.4676
C 9.213643 3.664839 -2.881337 0.00 0.00 0.00 -0.0462
C 3.235146 0.526131 -0.007616 0.00 0.01 0.00 -0.3802
C 0.795332 -0.361739 -0.334009 -0.10 0.03 -0.17 -0.3930
C 9.546297 5.357660 -1.413786 -0.01 0.00 0.00 -0.0696
C 7.072087 3.100648 1.722595 0.00 0.00 0.01 0.2566
C 11.461024 4.307232 -2.678659 0.00 -0.01 -0.01 -0.1620
C 7.972362 4.260858 1.337836 0.00 0.00 -0.01 -0.4108
C 5.760723 3.429659 2.457517 -0.01 0.01 -0.01 -0.2154
C 9.258182 3.518237 0.945840 0.00 0.01 0.01 -0.3431
C 10.607921 3.104384 -3.135372 -0.01 0.00 0.00 -0.4328
C 8.350168 6.003290 -2.233372 0.01 0.00 0.00 -0.4208
C -0.186736 0.257992 0.652430 0.09 -0.05 0.12 -0.6074
C 9.170157 3.015955 -0.494991 0.00 -0.01 0.00 0.6990
C 1.848634 2.086380 -0.523782 0.00 0.00 0.00 -0.3917
C 1.921709 0.561522 -0.825921 -0.10 0.13 0.01 -0.0394
C 3.339364 2.070022 -0.144476 -0.01 -0.01 0.00 -0.3229
C 7.241859 4.952328 -2.630387 0.00 0.00 0.00 -0.3930
C 10.965610 5.365864 -2.016887 0.00 0.01 0.00 -0.2296
C 7.744604 3.581604 -3.251066 0.00 0.00 0.00 -0.3910
C 2.177701 0.342287 -2.311860 0.11 -0.11 0.03 -0.5987
C 3.727418 2.789413 1.122748 0.00 0.00 0.00 0.6993
C 9.263280 2.362039 1.946757 0.00 0.00 0.00 -0.0669
C 6.212067 2.508863 0.569756 -0.01 0.00 -0.02 -0.2410
H 0.313949 0.624892 1.550827 0.00 0.00 0.00 0.2099
H 7.601254 3.562749 -4.332413 0.00 0.00 0.00 0.2084
H 3.045247 0.247880 1.031188 0.00 0.00 0.00 0.2137
H 8.735158 6.513708 -3.118536 0.00 0.00 0.00 0.2084
H 6.664022 4.732695 -1.731572 0.00 0.00 0.00 0.2022
H 4.054875 -0.075913 -0.403178 0.00 0.00 0.00 0.2061
H -0.717038 1.098973 0.203463 0.00 0.00 0.00 0.2031
H 3.994788 2.356279 -0.967609 0.00 0.00 0.00 0.2128
H 3.015304 0.945867 -2.669866 0.00 0.00 0.00 0.2016
H 1.254130 -1.252122 0.107639 0.00 0.00 0.00 0.2016
H 8.145872 4.889932 2.213950 0.01 0.00 0.00 0.2194
H 9.578629 5.763001 -0.402432 0.00 0.00 0.00 0.2187
H 5.636959 4.455135 2.806553 0.00 0.00 0.00 0.2003
H 11.599540 6.223917 -1.824399 0.00 0.00 0.00 0.2161
H 2.407843 -0.706294 -2.518416 0.00 0.00 0.00 0.2076
H 10.827695 2.195368 -2.574861 0.01 0.00 0.00 0.2430
H 6.217754 1.417144 0.579486 0.00 0.00 0.00 0.2138
H 7.865604 6.771182 -1.627916 0.00 0.00 0.00 0.2225
H 7.215290 2.736760 -2.810934 0.00 0.00 0.00 0.2193
H 1.293245 0.615420 -2.891722 0.00 0.00 0.00 0.2075
H 12.499330 4.327126 -2.990487 0.00 0.00 0.00 0.2130
H 9.883035 2.593270 2.815157 0.00 0.00 0.00 0.1781
H 9.392945 4.618394 -3.364258 0.00 0.00 0.00 0.2079
H 1.552779 2.735917 -1.348762 0.00 0.00 0.00 0.2018
H 0.227056 -0.719271 -1.198348 0.00 0.00 0.00 0.1964
H 9.604313 1.438826 1.481822 0.00 0.00 0.00 0.2145
H 10.145988 4.142529 1.055539 0.00 0.00 0.00 0.2327
H 6.414864 2.869840 -0.439414 0.00 0.00 0.00 0.1958
H 6.552255 5.445050 -3.317898 0.00 0.00 0.00 0.2188
H 7.549840 4.875552 0.542871 0.00 0.00 0.00 0.2183
H 1.258654 2.324380 0.358428 0.00 0.00 0.00 0.2375
H 5.542275 2.732681 3.269164 0.00 0.00 0.00 0.2141
H -0.930063 -0.477160 0.963534 0.00 0.00 0.00 0.2101
H 10.805515 2.914391 -4.192594 0.00 0.00 0.00 0.2216
```
Forces are in eV/Å.

Values from the calculation:
Maximum force: 0.2 eV/A
SMILES: CC[C@]1(C)C[C@H](C(=O)N2CC3(C[C@H](C(=O)N4[C@H]5CC=C[C@H]4CCC5)CO3)C2)C1
Relative energy (zero: lowest compared OMol25 entry of this formula, charge and spin): 400.48 kJ/mol
Orbital gap: 9.73 eV

Record 2
This record from the OMol25 dataset describes C23H34N2O3 in the gas phase. The level of theory is ωB97M-V/def2-TZVPD.

```
62
Properties=species:S:1:pos:R:3:forces:R:3:nbo_charge:R:1
O 1.038255 -3.085225 6.500352 0.12 -0.19 -0.34 -0.4954
O -1.149568 -2.760225 -2.943412 -0.53 -0.20 0.09 -0.7218
O 0.644681 -0.838864 4.660533 -0.03 -0.50 -0.07 -0.5149
N -0.313769 0.698221 -2.384792 -0.07 -0.08 0.09 -0.4781
N 0.775086 0.964718 0.265506 0.07 0.13 0.09 -0.4514
C -1.062187 1.591738 -4.539143 -0.37 -0.24 0.05 -0.3948
C 1.738964 -0.957830 2.119636 -0.22 0.41 0.11 -0.2293
C -1.432226 1.306210 -3.077783 0.16 0.29 -0.20 -0.0216
C 2.851165 -4.210714 3.591059 -0.02 -0.05 0.04 -0.2145
C 2.279308 -4.122054 4.843389 -0.10 0.18 0.03 -0.2395
C -2.882208 3.308834 -4.684101 -0.26 -0.22 -0.01 -0.3956
C 0.434193 -1.970266 7.114538 -0.24 0.29 0.29 -0.2397
C 0.851669 1.503218 -2.103123 0.11 0.15 0.15 -0.2173
C 0.130393 -2.183125 -2.823192 0.58 0.05 0.24 -0.0631
C 0.985514 0.370944 4.013655 0.23 0.29 -0.09 -0.1029
C -2.289175 2.054625 -5.318480 0.22 0.30 -0.04 -0.3980
C 0.905657 2.060582 -0.674042 0.09 0.00 -0.29 -0.2334
C 1.547462 -2.999485 5.238273 0.07 -0.09 0.01 0.2455
C 0.966335 1.374728 1.641947 0.07 -0.06 -0.10 -0.2608
C 1.402188 -1.943087 4.332510 0.12 0.03 0.03 0.2804
C 2.695207 -3.173770 2.691697 -0.07 0.14 0.05 -0.2063
C 1.237376 0.203145 2.539566 -0.01 -0.20 0.13 0.0696
C -2.013983 2.580767 -2.444275 -0.28 -0.34 -0.01 -0.4242
C 1.972911 -2.043822 3.054331 0.01 -0.16 0.29 -0.1275
C -3.240003 3.046657 -3.224884 0.19 0.29 -0.03 -0.3953
C -0.600652 -0.269519 -1.346054 0.03 -0.23 0.33 -0.0471
C -0.511120 0.324281 0.068223 -0.24 -0.19 -0.18 -0.2345
C 0.340617 -1.478722 -1.483610 -0.42 0.08 -0.47 -0.4246
H 1.962321 -1.118144 1.077633 0.01 0.02 -0.20 0.2276
H 0.198889 -1.452670 -3.631142 0.10 -0.05 0.05 0.1905
H -3.772260 3.621024 -5.234551 0.03 0.08 -0.03 0.2069
H -0.652461 0.683433 -4.982895 0.08 -0.02 0.02 0.2140
H -1.621861 -0.634870 -1.497906 0.08 0.07 0.01 0.2159
H -1.261265 3.372284 -2.450879 0.10 0.05 0.06 0.1921
H -2.222938 0.547096 -3.092090 0.01 0.02 0.00 0.1992
H -2.013894 2.256567 -6.355912 -0.06 -0.07 -0.04 0.2070
H 3.413267 -5.090618 3.318481 0.05 -0.08 -0.01 0.2141
H -2.153726 4.121591 -4.738125 0.02 0.08 -0.03 0.1911
H 1.872958 2.546093 -0.518818 -0.03 0.03 0.00 0.2003
H -0.465083 -1.651790 6.583998 0.09 -0.02 0.10 0.1870
H 0.142837 -2.178229 -0.667155 0.10 -0.08 0.09 0.1954
H 2.382431 -4.919199 5.562241 0.01 -0.08 0.10 0.2244
H -4.013258 2.276166 -3.175632 -0.08 -0.02 0.03 0.1937
H 0.111707 2.814784 -0.524358 0.03 -0.01 0.00 0.1614
H 1.832491 2.046910 1.679549 -0.10 0.06 0.00 0.2119
H -1.276658 -3.375807 -2.212405 0.00 0.02 -0.09 0.4598
H 1.742021 0.880698 -2.249996 0.08 0.15 0.01 0.1915
H 0.168738 -2.307264 8.116657 0.02 0.05 -0.05 0.1873
H -2.294390 2.384398 -1.406939 0.09 0.04 0.05 0.2052
H 0.906696 -2.949443 -2.967405 -0.05 0.14 -0.03 0.1553
H 3.127137 -3.226153 1.703847 0.04 0.00 -0.12 0.2091
H -1.336117 1.047470 0.217465 0.07 -0.03 0.03 0.1634
H -3.644473 3.954890 -2.771328 -0.08 -0.06 0.02 0.2065
H 0.139988 1.039243 4.200993 0.13 -0.03 -0.06 0.1958
H 1.880852 0.809531 4.494241 -0.15 -0.06 -0.01 0.1711
H 0.902627 2.327277 -2.813772 0.05 -0.01 -0.04 0.2065
H -0.294688 2.366208 -4.589705 0.10 0.05 0.00 0.1880
H 1.126186 -1.127161 7.188388 -0.05 -0.04 -0.01 0.1743
H 1.374454 -1.148654 -1.406719 0.13 -0.04 0.08 0.2138
H -0.624381 -0.471021 0.807634 -0.05 0.02 -0.03 0.2124
H 0.097922 1.943704 2.028289 0.07 -0.01 -0.04 0.1688
H -3.038160 1.259694 -5.320010 -0.05 -0.06 -0.05 0.1947
```
Forces are in eV/Å.

Values from the calculation:
Maximum force: 0.6 eV/A
SMILES: COc1cccc2c1OCC(CN1CCN(C3CCCCC3)[C@@H](CCO)C1)=C2
Relative energy (zero: lowest compared OMol25 entry of this formula, charge and spin): 264.71 kJ/mol
Orbital gap: 8.64 eV

Record 3
This record from the OMol25 dataset describes C23H34N2O3 in the gas phase. The level of theory is ωB97M-V/def2-TZVPD.

```
62
Properties=species:S:1:pos:R:3:forces:R:3:nbo_charge:R:1
O -2.434354 -1.340705 2.103452 0.05 -0.19 -0.01 -0.5126
O 0.953843 -3.438111 -1.422103 -0.07 -0.47 0.29 -0.6268
O -1.184849 2.093541 1.506863 0.01 0.07 -0.02 -0.6352
N 0.011846 -2.174611 0.191658 0.13 -0.22 0.25 -0.4426
N -2.810664 3.006123 0.222531 0.21 -0.64 0.19 -0.4668
C 1.079988 -2.675390 -0.478309 -0.07 0.53 -0.36 0.6969
C -1.184481 2.782240 -1.867811 -0.03 -0.31 0.29 -0.4138
C -4.278581 5.181929 -0.377148 0.00 0.03 0.02 -0.1797
C -1.367069 -2.657038 0.275496 0.25 0.41 -0.53 -0.2107
C 3.594763 -2.277632 -0.989159 0.28 0.47 0.16 -0.3889
C 3.201034 -3.271924 0.852467 0.15 0.30 0.46 -0.3869
C -0.755945 3.847288 -0.822363 1.05 0.26 1.41 -0.3818
C -2.574287 -0.368131 0.023610 0.16 0.10 -0.16 -0.4087
C -4.576161 4.026553 -0.962782 -0.28 -0.04 -0.24 -0.2004
C -0.220137 -0.951035 0.970639 0.11 -0.32 -0.20 -0.2358
C -2.049557 4.212957 -0.031843 -1.10 0.83 -3.66 -0.0988
C -2.850308 -0.007050 2.389195 -0.01 -0.05 0.24 -0.0692
C 2.430911 -2.221127 0.012920 -0.15 -0.23 -0.42 -0.3093
C -3.655510 2.818464 -0.947153 -0.04 0.12 0.11 -0.0764
C -1.729504 -1.296381 0.884512 -0.44 0.10 0.42 0.2573
C 5.279510 -5.298312 0.260403 -0.02 -0.03 -0.03 -0.6042
C 5.206276 -1.707006 0.903162 -0.04 0.17 0.13 -0.6011
C -2.701543 2.696818 -2.186993 -0.11 0.06 -0.42 -0.4348
C -2.947950 5.447690 0.281649 0.86 0.04 1.84 -0.4299
C 4.508909 -2.819770 0.144327 -0.07 -0.42 -0.44 -0.0392
C -3.058055 0.692301 1.031898 -0.11 0.04 -0.03 -0.3471
C -2.250517 1.977506 0.922393 -0.06 0.14 0.49 0.7132
C 5.528208 -3.894648 -0.280471 0.25 -0.05 -0.01 -0.3941
H -2.967448 3.454833 -2.928626 -0.03 0.04 0.06 0.2119
H 0.060861 -0.030271 0.460499 0.15 0.02 0.10 0.2052
H 3.892501 -1.339252 -1.464618 0.00 -0.02 0.02 0.1998
H -0.331576 4.729577 -1.305358 -0.23 0.10 -0.01 0.2089
H 5.577803 -3.937872 -1.372645 -0.09 0.01 0.01 0.2033
H 6.532854 -3.588316 0.028462 -0.05 0.05 0.07 0.1967
H -2.498356 6.367185 -0.097636 0.02 -0.04 -0.12 0.2280
H 3.160240 -3.173338 1.940027 0.00 0.00 -0.02 0.2040
H 5.703996 -2.102719 1.792154 0.01 0.00 -0.01 0.2075
H -5.006813 5.984598 -0.390664 0.02 0.03 0.07 0.2144
H -3.090033 5.604058 1.360152 -0.03 0.08 -0.08 0.2214
H 0.195514 -0.990137 1.978428 -0.11 0.13 0.07 0.2067
H -2.095488 0.496877 2.995326 0.08 0.09 -0.17 0.2005
H -3.769381 -0.057902 2.972182 -0.02 -0.10 -0.06 0.1910
H 2.912482 -4.282768 0.574869 -0.08 0.02 -0.10 0.2208
H -0.851856 1.803932 -1.511582 -0.02 0.03 0.02 0.2016
H 0.032627 3.449129 -0.179093 0.00 -0.07 -0.10 0.2266
H 5.962384 -1.231326 0.274150 0.02 -0.02 0.00 0.2089
H -0.645081 2.953988 -2.798955 -0.01 -0.03 -0.04 0.2252
H 3.425655 -3.031468 -1.755110 -0.15 -0.07 0.04 0.2303
H -2.377788 4.454670 -1.073790 -0.33 -0.57 0.32 0.2541
H -3.419869 -0.921494 -0.386615 0.01 -0.05 0.03 0.2212
H -2.886540 1.740979 -2.682646 0.05 -0.01 0.01 0.2236
H 4.513089 -0.928723 1.232277 -0.01 -0.02 -0.02 0.2030
H -4.269317 1.922670 -0.872625 0.04 -0.05 0.12 0.2167
H 4.378668 -5.743460 -0.164049 -0.01 0.00 0.03 0.2045
H -4.116307 0.906754 0.898241 0.02 0.02 -0.07 0.2231
H 5.174483 -5.292581 1.347577 -0.01 0.00 0.00 0.2009
H -1.825282 -2.845915 -0.696250 -0.06 -0.19 0.06 0.2039
H 6.113186 -5.956140 0.011231 0.00 0.00 0.00 0.2110
H -5.542432 3.916488 -1.443717 0.07 -0.04 -0.08 0.2143
H 2.368563 -1.256020 0.512799 0.00 -0.03 0.09 0.2122
H -2.006673 0.050403 -0.809746 -0.04 -0.01 0.00 0.2159
H -1.470486 -3.510978 0.944313 -0.11 0.01 0.02 0.2105
```
Forces are in eV/Å.

Values from the calculation:
Maximum force: 3.9 eV/A
SMILES: CC[C@]1(C)C[C@H](C(=O)N2CC3(C[C@H](C(=O)N4[C@@H]5CC=C[C@H]4CCC5)CO3)C2)C1
Relative energy (zero: lowest compared OMol25 entry of this formula, charge and spin): 508.18 kJ/mol
Orbital gap: 9.57 eV

Look up the maximum force of the second one.
0.6 eV/A